(1)
{
  "formula": "Cl3H3Si2",
  "method": "ωB97M-V/def2-TZVPD",
  "species": ["Cl", "Cl", "Cl", "Si", "Si", "H", "H", "H"],
  "positions_angstrom": [[-2.209, -0.142, 1.113], [1.944, 1.526, -1.607], [2.352, 1.594, 1.604], [0.943, 1.533, 0.135], [-0.215, -0.567, 0.086], [-0.463, -1.045, -1.205], [0.112, -1.862, 0.816], [0.113, 2.884, 0.136]],
  "smiles": "Cl[SiH2][SiH](Cl)Cl",
  "de_lowest_ev": 0.464,
  "e_tot_ev": -53374.1747,
  "gap_ev": 10.24,
  "spin_multiplicity": 1
}

(2)
{
  "formula": "Cl3HOSi",
  "method": "ωB97M-V/def2-TZVPD",
  "species": ["Cl", "Cl", "Cl", "Si", "O", "H"],
  "positions_angstrom": [[0.772, 1.775, -0.814], [0.583, 0.217, 2.173], [1.339, -1.514, -0.751], [0.307, -0.067, 0.206], [-1.256, -0.489, -0.071], [-1.745, 0.078, -0.744]],
  "smiles": "O[Si](Cl)(Cl)Cl",
  "de_lowest_ev": 0.000,
  "e_tot_ev": -47514.2466,
  "gap_ev": 11.83,
  "spin_multiplicity": 1
}

(3)
{
  "formula": "Cl3OP",
  "method": "ωB97M-V/def2-TZVPD",
  "species": ["Cl", "Cl", "Cl", "P", "O"],
  "positions_angstrom": [[-0.680, 1.883, 0.714], [-1.880, -0.887, -0.236], [0.495, -0.841, 1.868], [-0.141, 0.007, 0.197], [0.861, -0.115, -1.129]],
  "s_squared": 2.01,
  "e_tot_ev": -48901.0271,
  "gap_ev": [6.83, 7.62],
  "spin_multiplicity": 3
}

(4)
{
  "formula": "Cl4Fe",
  "method": "ωB97M-V/def2-TZVPD",
  "species": ["Fe", "Cl", "Cl", "Cl", "Cl"],
  "positions_angstrom": [[-0.186, -0.007, 0.494], [-0.853, -2.377, -0.152], [2.383, 0.084, 0.216], [-0.819, 1.722, 1.829], [-0.524, 0.578, -2.386]],
  "total_charge": -2,
  "s_squared": 6.01,
  "e_tot_ev": -84482.3859,
  "gap_ev": [7.53, 7.50],
  "spin_multiplicity": 5
}

In g/mol, the molecular weight values for the records above are, in order, 165.56, 151.45, 153.33, 197.66.